Density functional theory data (ωB97M-V/def2-TZVPD) for a 5-piece molecular cluster, C32H77BNO18P4 overall in a non-equilibrium geometry.

Cartesian coordinates (Å):
C  -1.66688  5.01056  -4.05539
B  -2.67198  4.02539  -3.32441
O  -4.04983  4.18141  -3.42153
C  -2.18942  2.77946  -2.45072
N  -0.74084  2.57115  -2.16321
C  -0.57687  1.38175  -1.76534
C  -1.83153  0.53951  -1.74852
C  -2.79687  1.38442  -2.62365
C  -3.18988  0.86716  -4.02267
C  -2.10783  0.06186  -4.76561
C  -1.14867  0.96689  -5.59825
O  -2.78137  -0.78897  -5.71613
H  -1.49956  5.84691  -3.36466
H  -0.73703  4.48300  -4.28934
H  -2.15287  5.34021  -4.97540
H  -4.33413  4.68493  -2.64158
H  -2.55128  3.07752  -1.44289
H  -0.01344  3.27504  -2.22461
H  0.36367  0.92862  -1.45876
H  -1.54415  -0.45199  -2.11635
H  -2.19131  0.32023  -0.73584
H  -3.75668  1.42830  -2.10118
H  -3.52566  1.66085  -4.70090
H  -4.05447  0.20946  -3.88171
H  -1.53161  -0.61951  -4.13876
H  -1.21781  2.02585  -5.32603
H  -0.13167  0.58681  -5.46049
H  -1.37884  0.83759  -6.65549
H  -3.55720  -0.28504  -5.99428
O  2.56078  0.19135  5.36561
P  2.58555  0.05252  3.87689
O  1.20696  -0.86108  3.67701
C  0.02440  -0.58556  4.42213
C  -0.78545  0.56368  3.84991
O  3.72277  -1.09493  3.68685
C  4.57888  -1.47907  4.76544
C  3.96738  -2.59813  5.58341
O  2.68442  0.24246  2.23127
C  1.60690  0.62313  1.41293
C  1.37514  2.12458  1.44299
H  0.25609  -0.39411  5.47034
H  -0.57657  -1.49639  4.39337
H  -0.19509  1.48266  3.82211
H  -1.67182  0.74574  4.45862
H  -1.11940  0.34357  2.83318
H  4.82992  -0.62014  5.38733
H  5.51465  -1.82296  4.32054
H  2.94767  -2.36866  5.89286
H  4.56407  -2.79029  6.47540
H  3.92274  -3.51530  4.99322
H  0.70628  0.05579  1.64420
H  1.87956  0.33385  0.39080
H  1.29452  2.49941  2.46372
H  0.46480  2.38460  0.89384
H  2.21476  2.64371  0.97718
O  0.31427  -5.63595  -0.36598
P  0.49733  -4.84227  -1.61518
O  1.83927  -5.51017  -2.28830
C  2.04020  -6.92262  -2.27851
C  1.26413  -7.63444  -3.36919
O  1.11051  -3.45203  -1.01219
C  1.15703  -3.20762  0.39449
C  2.44694  -3.72318  1.00606
O  0.08862  -3.97089  -2.94748
C  0.01679  -4.50951  -4.26386
C  -1.27039  -5.27312  -4.50838
H  1.79685  -7.34795  -1.30385
H  3.10798  -7.08248  -2.43405
H  0.19122  -7.45366  -3.26760
H  1.43548  -8.70998  -3.31850
H  1.57281  -7.29467  -4.35902
H  0.28139  -3.62525  0.89133
H  1.10027  -2.12027  0.53244
H  2.65369  -4.75985  0.74164
H  2.41488  -3.64398  2.09341
H  3.28721  -3.13021  0.63963
H  0.90043  -5.10241  -4.49575
H  0.05202  -3.65206  -4.93997
H  -1.44590  -6.01854  -3.72987
H  -1.24200  -5.76953  -5.47844
H  -2.12271  -4.59172  -4.49985
O  6.38005  2.93544  3.47198
P  7.73758  2.41208  3.12794
O  8.22576  3.43303  1.92891
C  7.96861  4.83071  2.00737
C  8.95855  5.56331  2.89240
O  7.35067  1.08071  2.26816
C  6.00631  0.61794  2.19882
C  5.26136  1.25815  1.04661
O  9.20914  1.73342  3.34260
C  10.41763  2.46660  3.50082
C  10.58880  3.00452  4.90848
H  6.94816  5.02517  2.34296
H  8.04456  5.21575  0.98870
H  8.94023  5.16759  3.91036
H  8.71836  6.62645  2.93469
H  9.97548  5.46695  2.50990
H  5.49312  0.77915  3.14541
H  6.04626  -0.46227  2.04984
H  5.35679  2.34583  1.05279
H  4.19830  1.00176  1.08571
H  5.66961  0.90970  0.09475
H  10.50809  3.24662  2.74574
H  11.22346  1.76030  3.29213
H  9.70550  3.55845  5.23436
H  11.46075  3.65665  4.96507
H  10.73126  2.18382  5.61230
O  -9.95787  -0.94751  -0.16225
P  -9.30014  0.32771  -0.56952
O  -7.94777  0.35152  0.38347
C  -7.20034  -0.83458  0.61947
C  -6.26125  -1.17854  -0.52292
O  -10.23229  1.42616  0.18281
C  -11.45563  1.05193  0.81995
C  -11.22802  0.65113  2.26338
O  -8.79594  1.55555  -1.53769
C  -7.51394  1.62155  -2.13132
C  -7.39609  0.75199  -3.36917
H  -7.85766  -1.67893  0.83198
H  -6.61508  -0.65553  1.52347
H  -6.81268  -1.31809  -1.45504
H  -5.71829  -2.09977  -0.30613
H  -5.52492  -0.38522  -0.68000
H  -11.95902  0.26390  0.26173
H  -12.11079  1.92381  0.78403
H  -10.43756  -0.09307  2.36102
H  -12.14186  0.24330  2.69651
H  -10.92391  1.51858  2.85193
H  -6.73087  1.40887  -1.40149
H  -7.37063  2.66552  -2.42067
H  -7.72232  -0.27195  -3.17651
H  -6.36514  0.73622  -3.72795
H  -8.02666  1.14219  -4.16840

Results
E_LUMO = -4.185 eV
Net charge = +1
Orbital gap = 7.5 eV
Energy = -4064.7278 Ha
HOMO = -11.73 eV
Max |F| = 8.00 eV/A

---

Density functional theory data (ωB97M-V/def2-TZVPD) for C32H80O30Tl as an isolated structure in a non-equilibrium geometry.

Cartesian coordinates (Å):
Tl  0.57691  -5.27881  -2.42877
C  1.47678  -0.37791  1.07113
C  1.27125  -1.84048  0.75423
C  0.17371  -2.17238  -0.30973
O  0.00032  -3.28332  -0.61005
C  -0.83012  -1.12690  -0.64972
C  -0.58670  0.14268  -0.32729
C  0.61941  0.49551  0.53788
O  0.90640  1.72591  0.77241
O  -1.53389  0.94684  -0.70290
O  1.97266  -2.82368  1.21474
H  2.37311  -0.02781  1.56146
H  -1.74555  -1.38774  -1.15995
C  0.63410  -6.11371  1.57519
C  2.22064  -6.17405  1.39434
O  2.79932  -5.15477  0.51573
O  -0.09975  -6.51594  0.44565
H  0.33051  -5.11697  1.89523
H  0.33368  -6.91376  2.25178
H  2.62272  -7.09941  0.98185
H  2.73273  -6.04705  2.34813
H  2.63610  -4.29402  0.90824
H  -0.79149  -7.13804  0.68250
C  4.71403  -2.61718  2.85060
C  3.46844  -2.50564  3.80382
O  3.57341  -1.64262  4.89340
O  4.79822  -1.61290  1.82013
H  4.77686  -3.60829  2.40131
H  5.59160  -2.49050  3.48457
H  3.25993  -3.50693  4.18073
H  2.51850  -2.22510  3.34883
H  3.64045  -2.12441  5.72102
H  3.94756  -1.70772  1.38540
C  -3.01311  3.79922  -0.03453
C  -3.58633  4.83850  0.93732
O  -2.99340  6.09587  0.76669
O  -1.71126  3.51344  0.27510
H  -2.99526  4.21567  -1.04168
H  -3.49355  2.82788  -0.15184
H  -3.51736  4.46107  1.95755
H  -4.63911  5.06399  0.76732
H  -3.69823  6.74687  0.79856
H  -1.54395  2.64016  -0.08681
C  4.73046  1.04629  -1.23970
C  5.68577  0.26928  -2.17990
O  5.03282  -0.10172  -3.40235
O  5.55214  1.80373  -0.39201
H  4.14311  0.30929  -0.69203
H  4.14042  1.75393  -1.82211
H  6.23712  -0.61321  -1.85539
H  6.50232  0.96823  -2.36107
H  4.88337  0.66357  -3.96235
H  5.40290  2.75202  -0.38336
C  -2.98799  -4.20746  -0.17709
C  -2.75953  -4.04269  1.26405
O  -3.73071  -4.64021  2.02468
O  -2.28196  -5.18624  -0.80245
H  -2.85435  -3.23696  -0.65498
H  -4.04913  -4.26194  -0.42023
H  -2.53664  -3.01114  1.53667
H  -1.83358  -4.54106  1.55097
H  -3.70800  -5.59791  2.08706
H  -2.90683  -5.91502  -0.79780
C  1.56561  0.71607  -3.07888
C  1.84903  1.25282  -4.47767
O  3.10807  1.93832  -4.54620
O  2.47113  -0.27587  -2.73598
H  0.49757  0.49856  -3.08841
H  1.80644  1.45203  -2.31175
H  1.17762  2.02869  -4.84556
H  2.04475  0.50823  -5.24927
H  3.05001  2.61744  -5.22224
H  3.27591  -0.05192  -3.20903
C  -0.93023  -1.55648  3.72432
C  0.18235  -0.76793  4.44901
O  -0.33432  0.55580  4.39317
O  -1.73057  -2.06093  4.78451
H  -0.37358  -2.34807  3.22270
H  -1.43009  -1.00567  2.92755
H  1.09115  -0.86829  3.85563
H  0.46887  -1.29166  5.36099
H  -1.06388  0.65512  5.00918
H  -2.64890  -1.78640  4.73068
C  -4.75734  -0.40954  -1.25497
C  -5.73934  -1.57579  -1.59901
O  -7.04977  -1.48336  -1.06770
O  -4.00442  -0.59320  -0.04516
H  -5.23423  0.56142  -1.12118
H  -4.09707  -0.38432  -2.12187
H  -5.35145  -2.57144  -1.38380
H  -5.80779  -1.66697  -2.68304
H  -7.58853  -2.18669  -1.43739
H  -3.10185  -0.28366  -0.15081
C  -0.04988  -2.23389  -4.47042
C  -1.54079  -2.63183  -4.22299
O  -1.73561  -3.43961  -3.04289
O  0.62174  -3.38599  -4.81397
H  0.20916  -1.85781  -3.48069
H  0.09310  -1.53044  -5.29067
H  -2.10489  -3.07425  -5.04406
H  -2.24355  -1.81548  -4.05625
H  -2.68156  -3.59283  -3.10038
H  0.84259  -3.45604  -5.74559
C  -3.69804  2.62239  -4.08680
C  -2.54808  1.77746  -4.71232
O  -2.22920  0.73738  -3.72390
O  -3.73870  3.85753  -4.70139
H  -3.56282  2.93498  -3.05138
H  -4.56758  1.96881  -4.01729
H  -1.65598  2.38799  -4.85198
H  -2.80436  1.40839  -5.70540
H  -2.09692  1.16697  -2.87563
H  -3.90817  3.56593  -5.60020
C  -1.16291  3.53918  4.58104
C  -1.03846  5.06205  4.68889
O  0.16671  5.67556  4.43879
O  -0.60065  3.18559  3.30802
H  -2.18043  3.21877  4.80487
H  -0.51341  3.10094  5.33880
H  -1.36694  5.36227  5.68390
H  -1.80510  5.53165  4.07258
H  -0.01444  6.37079  5.07553
H  -0.52014  2.22956  3.34141
C  3.56006  1.91331  4.34662
C  4.10834  1.35079  3.18815
O  3.99654  2.28524  2.13834
O  2.25716  2.27497  4.02370
H  4.14518  2.73591  4.75780
H  3.37060  1.18510  5.13523
H  3.70138  0.40516  2.82998
H  5.05419  0.89401  3.47941
H  4.50469  1.89641  1.42267
H  1.58421  1.63202  4.25897
C  0.94139  4.62563  -1.94859
C  -0.18918  4.45157  -2.86553
O  -1.25022  5.46223  -2.71124
O  0.68913  4.34760  -0.63478
H  1.49620  5.56106  -2.02112
H  1.65349  3.87073  -2.28199
H  -0.64020  3.45979  -2.83304
H  0.14313  4.56056  -3.89791
H  -1.63332  5.54674  -3.58741
H  -0.25465  4.44247  -0.48692

Results
Multiplicity = 2
ΔE to the lowest compared entry with this formula, charge and spin = 105.7 kcal/mol
E_LUMO (alpha / beta) = -9.477 / -10.130 eV
Net charge = +2
Orbital gap (alpha / beta) = 3.2 / 3.0 eV
Energy = -3695.6830 Ha
HOMO (alpha / beta) = -12.68 / -13.17 eV
Max |F| = 7.18 eV/A

---

Density functional theory data (ωB97M-V/def2-TZVPD) for a 14-piece molecular cluster, C32H82F6N6O40P6 overall in a non-equilibrium geometry.

Cartesian coordinates (Å):
C  -2.34142  1.61625  -3.53354
N  -3.05858  0.47991  -3.97861
O  -3.68498  0.47659  -4.99225
O  -2.89631  -0.54461  -3.32824
H  -2.39546  1.60664  -2.44492
H  -2.83196  2.42361  -4.07726
H  -1.32479  1.48787  -3.90515
C  -5.69010  3.90865  0.46036
N  -5.45867  3.73664  -1.01014
O  -5.81819  4.71121  -1.75018
O  -4.66745  2.86383  -1.38080
H  -6.73006  3.75120  0.74634
H  -5.46215  4.96619  0.59350
H  -4.98078  3.43427  1.13855
C  0.06966  2.57373  4.02298
N  1.32615  3.34936  4.01645
O  1.80017  3.60354  5.12470
O  1.80780  3.59367  2.90500
H  0.17499  1.79935  3.26315
H  -0.79617  3.20559  3.82501
H  -0.08476  1.99630  4.93449
C  -3.51452  7.40747  2.75459
N  -3.06062  7.06464  1.36129
O  -2.75719  5.94560  1.16770
O  -3.09876  7.95975  0.52380
H  -2.86794  6.76751  3.35498
H  -4.59285  7.25760  2.70125
H  -3.41995  8.48015  2.92347
C  4.06589  -2.63727  0.07707
N  4.56407  -2.90311  -1.29601
O  3.89602  -2.53427  -2.24048
O  5.55679  -3.56843  -1.30052
H  3.72462  -3.60691  0.43959
H  3.22182  -1.96018  -0.05406
H  4.93573  -2.28844  0.63366
C  -3.78022  -0.27550  -0.51795
N  -4.96211  -0.87991  0.03446
O  -5.10191  -2.12771  0.09408
O  -5.76341  -0.04758  0.48115
H  -3.97595  0.58764  -1.15417
H  -3.21643  -1.05807  -1.02572
H  -3.16620  0.19400  0.25060
C  3.58986  -1.34164  -6.64836
O  2.89669  -1.51664  -5.42555
P  1.26148  -1.52596  -5.41629
O  0.71294  -0.18061  -5.78320
O  0.78024  -2.19459  -4.00428
C  0.77673  -1.37356  -2.85406
O  0.93277  -2.71544  -6.44382
C  -0.41004  -3.12918  -6.66926
H  3.97576  -2.24978  -7.11143
H  4.41100  -0.65127  -6.45541
H  2.92940  -1.01741  -7.45258
H  1.17917  -0.40027  -3.13489
H  1.22945  -1.88475  -2.00445
H  -0.27506  -1.22431  -2.61002
H  -0.52529  -2.88169  -7.72451
H  -1.13505  -2.49649  -6.15724
H  -0.64142  -4.16976  -6.44175
C  -4.45097  0.95806  6.60658
O  -4.89955  0.49431  5.34482
P  -3.96078  0.62695  4.05592
O  -2.54050  0.98978  4.34701
O  -4.24979  -0.85635  3.40760
C  -3.83007  -1.97275  4.18842
O  -4.87651  1.66226  3.21698
C  -6.28457  1.58862  3.26475
H  -4.27910  0.09512  7.24994
H  -5.36446  1.34077  7.06173
H  -3.68013  1.72262  6.70315
H  -3.14526  -2.57642  3.59284
H  -4.73746  -2.54011  4.39545
H  -3.31837  -1.84456  5.14227
H  -6.75384  2.43446  3.76719
H  -6.56490  0.76701  3.92389
H  -6.86312  1.40159  2.36010
C  3.04410  -0.27031  3.92614
O  1.82884  -0.55756  4.66941
P  1.46252  -1.92189  5.49238
O  0.95236  -3.01543  4.62384
O  2.78330  -2.27915  6.33993
C  3.36075  -3.56677  6.45486
O  0.51636  -1.41309  6.79911
C  -0.60740  -0.58954  6.36844
H  3.88030  -0.94174  4.12119
H  3.17039  0.80987  3.99943
H  2.86883  -0.32568  2.85175
H  3.00625  -4.20991  5.64938
H  3.12494  -3.99782  7.42785
H  4.45058  -3.56951  6.43562
H  -0.42959  -0.34818  5.32047
H  -0.64270  0.18768  7.13183
H  -1.51259  -1.18414  6.49166
C  2.57348  2.11667  -0.02305
O  1.67084  1.10931  0.47987
P  0.02765  1.14869  0.37267
O  -0.49920  0.78393  -1.02835
O  -0.41612  0.10274  1.53975
C  -0.23167  -1.30979  1.42512
O  -0.50874  2.59019  0.99588
C  -1.86931  2.70495  1.20129
H  3.04197  1.92527  -0.98845
H  3.40423  2.12631  0.68254
H  2.04944  3.06194  -0.16421
H  0.36233  -1.65108  0.57731
H  -1.18079  -1.82568  1.57056
H  0.28658  -1.51992  2.36072
H  -2.27839  1.76270  1.56589
H  -2.39021  3.09921  0.32875
H  -2.01000  3.39327  2.03466
C  8.23622  7.95464  -3.85658
O  7.17528  6.97399  -3.77040
P  6.82547  6.25447  -2.31138
O  7.69765  5.19470  -1.84473
O  6.60386  7.45731  -1.26221
C  5.65875  8.42762  -1.46138
O  5.27615  5.73063  -2.51930
C  4.49177  5.23831  -1.48013
H  9.14762  7.52211  -3.44381
H  8.10258  8.75383  -3.12752
H  8.41586  8.49851  -4.78396
H  5.99649  9.46384  -1.47823
H  4.91949  8.41490  -0.66048
H  5.05763  8.11588  -2.31554
H  3.59617  4.81524  -1.93510
H  4.17458  6.16856  -1.00882
H  5.06076  4.53599  -0.87097
C  -2.64596  -8.35998  2.76064
O  -2.68638  -8.25325  1.36637
P  -3.66099  -7.12658  0.78789
O  -4.97293  -7.09095  1.47623
O  -2.75778  -5.75366  0.87717
C  -3.37477  -4.46454  1.05218
O  -3.69792  -7.36842  -0.87470
C  -4.58322  -8.25364  -1.59904
H  -2.60843  -9.43847  2.91409
H  -3.47025  -7.86916  3.27808
H  -1.67112  -8.00989  3.10011
H  -3.31841  -3.85676  0.14912
H  -2.88793  -3.96683  1.89085
H  -4.41141  -4.59917  1.36103
H  -5.46321  -8.72699  -1.16353
H  -3.96658  -9.10787  -1.87855
H  -4.92498  -7.66838  -2.45271
C  0.83824  -8.44506  -1.79388
C  -0.28063  -7.70709  -1.11089
O  0.24905  -6.95275  -0.00464
C  0.84705  -5.73334  -0.06914
O  1.25303  -5.28611  -1.12462
C  1.12090  -5.17156  1.35816
F  2.44833  -5.16567  1.50593
F  0.65802  -3.93822  1.52928
F  0.55286  -5.88166  2.33166
H  0.56912  -9.36745  -2.30855
H  1.65278  -8.91069  -1.23905
H  1.19150  -7.81545  -2.61051
H  -0.94417  -8.47004  -0.70379
H  -0.88920  -6.99395  -1.66692
C  2.33347  2.12644  -3.65668
C  3.53705  2.26998  -4.50623
O  3.45468  3.60946  -4.97089
C  3.94150  3.89012  -6.13847
O  4.40607  3.05494  -6.90633
C  3.78495  5.40103  -6.54862
F  4.84417  5.77470  -7.22011
F  2.68175  5.65329  -7.34571
F  3.64574  6.19899  -5.53938
H  1.48138  1.81829  -4.26256
H  2.17866  2.98536  -3.00370
H  2.36929  1.23587  -3.02920
H  3.55937  1.46988  -5.24613
H  4.35862  2.16435  -3.79774

Results
E_LUMO = -0.626 eV
Orbital gap = 9.5 eV
Energy = -7253.7408 Ha
HOMO = -10.17 eV
Max |F| = 4.15 eV/A